Entry 1:
This record from the Open Molecules 2025 dataset describes an isolated molecule of C11H16N2Si. The level of theory is ωB97M-V/def2-TZVPD.

Summary:
* structure (SMILES): CCC1=CC(n2cccn2)=C[Si]1(C)C
* energy relative to the best compared isomer or geometry (same formula, charge and spin): 337.0 kJ/mol
* lowest unoccupied orbital energy (spin up / spin down): -0.06 / -0.06 eV

Structure (ORCA input):
```
! wB97M-V def2-TZVPD RIJCOSX def2/J DEFGRID3
* xyz 0 1
C 3.10 -1.61 0.76
C 1.91 -2.01 0.00
C 0.81 -0.88 0.09
C -0.54 -1.20 -0.03
C -1.33 -0.06 0.06
N -2.74 -0.11 -0.13
C -3.59 -0.87 -0.94
C -4.83 -0.30 -0.92
C -4.76 0.85 -0.09
N -3.48 0.87 0.39
C -0.75 1.25 0.29
Si 1.18 0.97 0.18
C 2.05 1.55 -1.44
C 2.06 1.77 1.73
H 3.97 -2.35 0.69
H 2.75 -1.71 1.84
H 3.57 -0.59 0.51
H 1.72 -3.04 0.35
H 2.08 -2.10 -1.12
H -0.91 -2.19 -0.21
H -3.30 -1.81 -1.46
H -5.66 -0.66 -1.38
H -5.40 1.71 -0.01
H -1.42 2.06 0.25
H 3.09 1.08 -1.20
H 1.69 1.02 -2.30
H 2.08 2.57 -1.72
H 1.35 1.80 2.58
H 2.95 1.27 1.88
H 2.37 2.73 1.36
*
```

Entry 2:
This record from the Open Molecules 2025 dataset describes a cluster of 2 separate species, C4H11NO3 in total. The level of theory is ωB97M-V/def2-TZVPD.

Summary:
* energy relative to the best compared isomer or geometry (same formula, charge and spin): 883.8 kJ/mol
* lowest unoccupied orbital energy: -4.38 eV

Structure (ORCA input):
```
! wB97M-V def2-TZVPD RIJCOSX def2/J DEFGRID3
* xyz 0 1
C 1.95 -0.95 0.22
N 0.49 -1.10 0.09
C -1.75 0.00 -0.41
C -0.23 0.17 -0.02
C 0.40 1.19 -0.94
O -0.47 2.49 -0.62
O 1.71 1.28 -0.91
H 2.29 -0.38 1.08
H 2.33 -0.68 -0.79
H 2.27 -2.01 0.37
H 0.00 0.93 -1.91
H -2.02 -1.08 -0.26
H -2.52 0.65 0.13
H -1.84 0.21 -1.56
H -0.36 0.74 0.96
H 0.14 3.20 -1.04
H 0.03 -1.55 0.94
H -1.43 -1.95 2.52
O -1.00 -1.16 2.14
*
```

Entry 3:
This record from the Open Molecules 2025 dataset describes a structure of composition C19H42NiP2Si. The level of theory is ωB97M-V/def2-TZVPD.

Summary:
* expectation value of S²: 2.012
* energy relative to the best compared isomer or geometry (same formula, charge and spin): 211.0 kJ/mol
* lowest unoccupied orbital energy (spin up / spin down): 0.08 / -0.61 eV

Structure (ORCA input):
```
! wB97M-V def2-TZVPD RIJCOSX def2/J DEFGRID3
* xyz 0 3
P -0.12 -1.60 -2.78
P 0.64 1.64 -1.29
C 0.34 -0.04 -3.71
C 1.24 0.96 -2.97
H -0.59 0.44 -4.04
H 0.85 -0.34 -4.64
H 2.26 0.58 -2.85
H 1.32 1.86 -3.60
C -0.29 3.05 -2.01
H -0.45 3.83 -1.26
H -1.25 2.70 -2.42
H 0.32 3.46 -2.83
C 2.05 2.34 -0.44
H 2.43 3.19 -1.03
H 2.87 1.62 -0.33
H 1.76 2.70 0.56
C -1.67 -2.44 -3.55
H -1.63 -3.53 -3.36
H -1.72 -2.31 -4.64
H -2.64 -2.09 -3.17
C 0.75 -2.73 -4.16
H 1.82 -2.49 -4.25
H 0.30 -2.56 -5.15
H 0.64 -3.81 -3.92
Ni 1.07 0.88 2.40
C -0.57 0.30 -0.97
C -1.37 -0.69 -1.77
C -2.05 -1.67 -0.81
C -1.09 -2.81 -0.38
C 0.00 -3.01 -1.41
C 1.20 -2.22 -1.63
C 1.65 -1.16 -0.65
C 0.47 -0.43 -0.01
C 1.25 -1.13 2.53
H -1.27 0.84 -0.30
H -2.08 -0.15 -2.41
H -2.95 -2.12 -1.25
H -2.41 -1.11 0.06
H -0.68 -2.68 0.64
H -1.70 -3.74 -0.31
H 0.00 -4.02 -1.84
H 2.03 -2.70 -2.14
H 2.35 -0.44 -1.10
H 2.24 -1.64 0.13
H -0.15 -1.14 0.54
H 0.79 0.33 0.79
H 2.11 -1.29 3.19
H 1.29 -1.89 1.74
H 0.30 -1.29 3.11
C -2.26 1.18 4.24
Si -0.52 1.89 4.12
C -0.47 3.35 5.29
C 0.65 0.64 4.89
C -0.05 2.40 2.37
H -2.69 1.53 5.19
H -2.27 0.09 4.25
H -2.91 1.53 3.43
H -1.43 3.44 5.81
H 0.33 3.22 6.03
H -0.28 4.28 4.74
H 1.48 0.18 4.32
H 1.12 1.17 5.72
H 0.06 -0.19 5.31
H -0.87 2.38 1.63
H 0.42 3.42 2.35
*
```

Entry 4:
This record from the Open Molecules 2025 dataset describes an isolated molecule of C2H2N4. The level of theory is ωB97M-V/def2-TZVPD.

Summary:
* structure (SMILES): c1ncnnn1
* energy relative to the best compared isomer or geometry (same formula, charge and spin): 205.5 kJ/mol
* lowest unoccupied orbital energy: -0.58 eV

Structure (ORCA input):
```
! wB97M-V def2-TZVPD RIJCOSX def2/J DEFGRID3
* xyz 0 1
C 1.03 -0.43 -0.26
N 0.76 0.86 -0.15
C -0.56 1.04 0.05
N -1.36 0.09 0.51
N -0.97 -1.17 0.43
N 0.15 -1.44 -0.16
H 1.97 -0.96 -0.28
H -1.05 1.99 -0.13
*
```

Entry 5:
This record from the Open Molecules 2025 dataset describes a cluster of 2 separate species, C3H3I2N in total. The level of theory is ωB97M-V/def2-TZVPD.

Summary:
* structure (SMILES): C=C(I)C#N.I
* energy relative to the best compared isomer or geometry (same formula, charge and spin): 73.8 kJ/mol
* lowest unoccupied orbital energy: -0.31 eV

Structure (ORCA input):
```
! wB97M-V def2-TZVPD RIJCOSX def2/J DEFGRID3
* xyz 0 1
C 0.75 1.38 -0.45
C 0.53 0.34 0.37
I 1.31 -1.57 -0.12
C 0.16 0.48 1.72
N -0.13 0.58 2.82
H 1.16 1.18 -1.45
H 0.59 2.39 -0.05
I -2.43 -1.89 -0.80
H -1.94 -2.89 -2.04
*
```

Entry 6:
This record from the Open Molecules 2025 dataset describes a structure of composition C22H50CeN3OP3. The level of theory is ωB97M-V/def2-TZVPD.

Summary:
* expectation value of S²: 0.773
* energy relative to the best compared isomer or geometry (same formula, charge and spin): 0.0 kJ/mol
* lowest unoccupied orbital energy (spin up / spin down): -10.15 / -11.20 eV

Structure (ORCA input):
```
! wB97M-V def2-TZVPD RIJCOSX def2/J DEFGRID3
* xyz 3 2
Ce -0.24 0.22 -0.27
P -1.52 -2.52 0.55
P 1.49 -1.40 1.96
P 1.54 -2.14 -1.02
H -1.05 5.36 -4.99
C -0.99 4.43 -5.55
C -1.97 3.51 -5.51
H -2.82 3.62 -4.85
C -3.14 -2.24 1.36
C -1.02 -3.97 1.57
C -2.05 -3.41 -0.97
C 3.08 -0.48 2.03
C 0.78 -1.00 3.60
C 2.04 -3.13 2.31
C 0.97 -1.80 -2.74
C 1.70 -3.96 -1.05
C 3.31 -1.68 -1.15
H -0.15 4.34 -6.27
H -2.01 2.71 -6.25
H -3.72 -1.49 0.81
H -2.99 -1.87 2.38
H -3.73 -3.17 1.42
H -0.74 -3.65 2.57
H -0.16 -4.50 1.14
H -1.85 -4.67 1.66
H -2.36 -2.68 -1.73
H -2.89 -4.07 -0.74
H -1.23 -4.01 -1.40
H 3.74 -0.96 2.77
H 2.89 0.56 2.34
H 3.58 -0.48 1.05
H 1.51 -1.24 4.38
H -0.13 -1.59 3.77
H 0.53 0.07 3.67
H 3.07 -3.14 2.69
H 2.00 -3.73 1.40
H 1.38 -3.59 3.06
H 1.55 -2.43 -3.42
H 1.13 -0.75 -3.01
H -0.10 -2.05 -2.85
H 1.93 -4.27 -2.08
H 0.77 -4.45 -0.74
H 2.53 -4.29 -0.40
H 3.69 -2.01 -2.13
H 3.90 -2.17 -0.36
H 3.42 -0.59 -1.07
C 0.04 1.68 -3.32
C 1.18 2.52 -3.44
C 1.94 2.43 -4.60
C 1.55 1.59 -5.66
C 0.30 0.95 -5.61
C -0.50 1.09 -4.49
O -0.45 1.37 -2.12
H 1.43 0.81 -0.78
H 1.49 3.11 -2.58
H 2.86 2.99 -4.72
H 2.20 1.49 -6.56
H -0.08 0.37 -6.46
H -1.54 0.77 -4.44
C 0.92 3.60 3.48
N -0.42 3.05 3.55
C -1.28 3.68 4.55
C -0.90 2.26 2.56
N -0.14 1.98 1.50
N -2.17 1.73 2.72
C -2.46 0.99 3.95
C -2.89 1.24 1.54
H 1.09 4.16 4.41
H 1.06 4.30 2.63
H 1.67 2.80 3.41
H -2.33 3.60 4.27
H -1.11 3.22 5.53
H -1.01 4.74 4.62
H 0.76 2.46 1.64
H -2.26 1.63 4.81
H -3.52 0.73 3.95
H -1.85 0.08 4.05
H -3.30 2.09 0.96
H -2.24 0.64 0.84
H -3.71 0.59 1.86
*
```

Entry 7:
This record from the Open Molecules 2025 dataset describes a structure of composition C20H20N3O6S2Y. The level of theory is ωB97M-V/def2-TZVPD.

Summary:
* energy relative to the best compared isomer or geometry (same formula, charge and spin): 55.0 kJ/mol
* lowest unoccupied orbital energy: -0.84 eV

Structure (ORCA input):
```
! wB97M-V def2-TZVPD RIJCOSX def2/J DEFGRID3
* xyz 0 1
Y 0.94 0.41 0.42
C -5.00 -3.89 -3.29
C -3.76 -3.52 -2.53
C -2.78 -4.46 -2.24
C -1.63 -4.10 -1.56
C -1.46 -2.79 -1.16
C -2.42 -1.82 -1.43
C -3.57 -2.20 -2.11
S 0.01 -2.33 -0.31
O -0.41 -1.48 0.84
O 0.78 -3.50 -0.01
N 0.76 -1.24 -1.19
C 2.09 -1.33 -1.53
C 2.70 -2.29 -2.34
C 4.05 -2.15 -2.61
C 4.76 -1.07 -2.10
C 4.09 -0.17 -1.30
N 2.79 -0.30 -1.01
H -5.18 -4.97 -3.24
H -4.90 -3.62 -4.34
H -5.87 -3.37 -2.90
H -2.92 -5.49 -2.55
H -0.87 -4.84 -1.32
H -2.27 -0.80 -1.11
H -4.32 -1.45 -2.32
H 2.12 -3.11 -2.73
H 4.55 -2.88 -3.23
H 5.81 -0.93 -2.31
H 4.60 0.69 -0.86
C -0.52 3.53 -1.14
C -0.24 2.17 -0.60
O -1.06 1.23 -0.68
H -1.53 3.64 -1.55
H 0.23 3.75 -1.90
H -0.36 4.25 -0.34
N 1.18 0.01 2.79
C 0.88 1.38 3.17
C 1.73 2.05 4.04
C 1.50 3.40 4.27
C 0.45 4.06 3.63
C -0.41 3.36 2.81
C -0.20 2.01 2.55
S 0.21 5.84 3.82
O 1.28 6.24 4.71
O 0.35 6.29 2.44
O -1.13 5.94 4.35
H 2.00 -0.37 3.25
H 0.42 -0.64 3.01
H 2.56 1.54 4.50
H 2.13 3.98 4.92
H -1.24 3.89 2.35
H -0.91 1.46 1.95
*
```

Entry 8:
This record from the Open Molecules 2025 dataset describes an isolated molecule of C5H12N2O. The level of theory is ωB97M-V/def2-TZVPD.

Summary:
* energy relative to the best compared isomer or geometry (same formula, charge and spin): 862.4 kJ/mol
* lowest unoccupied orbital energy: -3.22 eV

Structure (ORCA input):
```
! wB97M-V def2-TZVPD RIJCOSX def2/J DEFGRID3
* xyz 0 1
C 0.82 1.89 -1.14
N 0.22 0.89 -0.15
C -0.80 1.48 0.66
C 0.95 -0.24 0.43
C 0.11 -1.51 0.03
N -1.11 -1.33 0.71
C -1.89 -2.59 0.84
O 2.00 1.54 -1.54
H 0.76 2.93 -0.62
H -1.26 0.56 1.12
H -0.26 2.09 1.41
H -1.47 2.04 0.03
H 1.06 -0.02 1.49
H 1.93 -0.20 -0.12
H 0.01 -1.71 -1.10
H 0.76 -2.30 0.43
H 0.01 1.95 -1.97
H -2.87 -2.36 0.45
H -1.48 -3.59 0.50
H -2.20 -2.89 1.88
*
```

The calculation returns the following largest force on an atom values, one per record and in order: 6.43, 4.49, 5.98, 1.73, 2.03, 1.69, 1.70, 3.95 eV/Å.
The calculation returns the following electronic energy values, one per record and in order: -827.65058, -439.18929, -3229.25644, -296.34660, -766.19806, -2605.90494, -2224.60137, -382.17406 Ha.